Density functional theory data (ωB97M-V with the def2-TZVPD basis set) for a 6-piece molecular cluster, C30H55F6N10P overall at a distorted geometry.

For the HOMO energy, the calculation gives -18.68 eV. The calculation puts the total energy at -72469.58022 eV. For the energy above the lowest of the compared OMol25 structures with the same formula, charge and spin, the calculation gives 0.00 kcal/mol. The net charge is +4. For the frontier orbital gap, the calculation gives 0.389 Eh. As for the spin multiplicity: 1.

Element x y z (Å)
P1 0.8319 -0.5934 0.5236
F1 -0.6485 -0.1286 1.0758
F2 1.5072 0.5313 1.4775
F3 0.7941 -1.6943 1.7084
F4 2.2839 -1.1065 0.1129
F5 -0.0092 -1.6253 -0.4659
F6 0.6958 0.4666 -0.6741
C1 3.7932 -3.6266 -2.7010
C2 3.6366 -4.6684 -1.6155
N1 2.2640 -4.8968 -1.2030
C3 1.4307 -5.9079 -1.6686
C4 0.2871 -5.8553 -0.9243
N2 0.4362 -4.8660 0.0167
C5 1.6426 -4.3443 -0.1657
C6 -0.6253 -4.3951 0.9482
H1 3.6954 -3.9512 -3.7373
H2 4.7938 -3.1908 -2.6761
H3 3.0734 -2.8132 -2.5707
H4 4.2766 -4.5494 -0.7431
H5 3.9731 -5.6257 -2.0236
H6 1.7305 -6.6206 -2.4177
H7 -0.5690 -6.5081 -0.8829
H8 1.9781 -3.5293 0.4566
H9 -0.7531 -3.3203 0.8881
H10 -0.4263 -4.6964 1.9700
H11 -1.5110 -4.8398 0.5009
C7 -6.3167 -3.9572 2.0409
C8 -6.1712 -3.8188 0.5506
N3 -5.3722 -2.6152 0.2262
C9 -4.0229 -2.5746 0.0355
C10 -3.6839 -1.2768 0.2864
N4 -4.8197 -0.5527 0.5246
C11 -5.8777 -1.3893 0.4050
C12 -4.8637 0.8466 0.9367
H12 -5.3564 -3.8847 2.5560
H13 -6.6025 -4.9819 2.2978
H14 -7.1080 -3.3344 2.4538
H15 -7.1429 -3.8183 0.0584
H16 -5.6305 -4.6727 0.1387
H17 -3.5369 -3.4970 -0.2257
H18 -2.7421 -0.7576 0.1828
H19 -6.9017 -1.0852 0.5467
H20 -3.9936 1.3220 0.4913
H21 -4.8172 0.9278 2.0219
H22 -5.8199 1.2588 0.6235
C13 -1.0854 3.2063 -1.4596
C14 -1.3614 3.0128 -2.9378
N5 -1.2824 1.5555 -3.2386
C15 -2.1444 0.5926 -2.7992
C16 -1.5231 -0.6047 -3.0711
N6 -0.3758 -0.3365 -3.7601
C17 -0.2317 0.9889 -3.8337
C18 0.4136 -1.4729 -4.2314
H23 -1.0792 4.2773 -1.2435
H24 -0.1245 2.7920 -1.1497
H25 -1.7860 2.7525 -0.7563
H26 -0.6377 3.4861 -3.5937
H27 -2.3728 3.3308 -3.1826
H28 -2.9146 0.8904 -2.1099
H29 -1.8103 -1.6241 -2.8935
H30 0.5872 1.5095 -4.2985
H31 -0.2289 -2.3373 -4.3697
H32 1.1566 -1.7058 -3.4703
H33 0.8732 -1.3012 -5.2022
C19 4.9564 4.3128 -0.9814
C20 3.8357 3.2667 -1.0119
N7 4.4733 1.9287 -0.9040
C21 5.1260 1.2673 -1.9113
C22 5.6269 0.1270 -1.3779
N8 5.2203 0.0728 -0.0568
C23 4.5362 1.1966 0.1972
C24 5.4309 -1.0579 0.8362
H34 4.5323 5.2984 -0.7814
H35 5.5001 4.4187 -1.9174
H36 5.6409 4.0710 -0.1702
H37 3.3366 3.2461 -1.9789
H38 3.1359 3.3294 -0.1839
H39 5.2102 1.6373 -2.9185
H40 6.1486 -0.7331 -1.7620
H41 3.9806 1.2952 1.1156
H42 4.7132 -1.8348 0.5964
H43 5.3526 -0.7173 1.8671
H44 6.4718 -1.3665 0.7508
C25 -2.6962 5.9244 4.5413
C26 -2.2658 5.6491 3.0827
N9 -1.3193 4.5178 3.0797
C27 -1.6711 3.1886 3.0557
C28 -0.5066 2.4855 3.0258
N10 0.5226 3.3877 3.1857
C29 0.0095 4.6247 3.1329
C30 1.8699 3.0481 3.6042
H45 -3.2401 6.8624 4.6155
H46 -1.8544 6.0482 5.2220
H47 -3.2320 5.0109 4.7912
H48 -1.7193 6.3905 2.4911
H49 -3.1143 5.4644 2.4237
H50 -2.7299 2.9957 3.0631
H51 -0.2955 1.4392 2.8893
H52 0.4805 5.5714 3.3464
H53 1.9838 1.9702 3.6952
H54 2.0514 3.3770 4.6294
H55 2.6232 3.4906 2.9587

=====

Density functional theory data (ωB97M-V with the def2-TZVPD basis set) for one molecule with the formula C13H12Cl2Si at a distorted geometry.

As for the SMILES: Cc1ccc([Si](Cl)(Cl)c2ccccc2)cc1. For the HOMO energy, the calculation gives -9.18 eV. The calculation puts the total energy at -46601.52550 eV. For the energy above the lowest of the compared OMol25 structures with the same formula, charge and spin, the calculation gives 0.00 kcal/mol. For the frontier orbital gap, the calculation gives 0.364 Eh. As for the spin multiplicity: 1.

Element x y z (Å)
C1 -4.6397 -0.3742 -1.6819
C2 -3.3575 -0.2332 -1.0005
C3 -2.3686 0.5761 -1.5278
C4 -1.1623 0.7875 -0.8919
C5 -0.9182 0.1293 0.2954
Si1 0.4526 0.6501 1.4150
Cl1 0.0150 -0.1329 3.2631
Cl2 0.3627 2.6680 1.8326
C6 2.1446 0.2209 0.8304
C7 2.8562 -0.7430 1.5384
C8 4.1492 -0.9869 1.1414
C9 4.6716 -0.2968 0.0683
C10 3.9644 0.6999 -0.5883
C11 2.6598 0.9240 -0.2299
C12 -1.8388 -0.7658 0.7838
C13 -3.0816 -0.9272 0.1754
H1 -4.8775 0.5264 -2.2384
H2 -5.4775 -0.5327 -0.9914
H3 -4.5556 -1.1940 -2.3673
H4 -2.5282 1.0406 -2.4759
H5 -0.4478 1.4636 -1.3178
H6 2.4861 -1.2090 2.4408
H7 4.7282 -1.7633 1.6091
H8 5.6779 -0.5518 -0.1944
H9 4.4038 1.2382 -1.4087
H10 2.0379 1.6590 -0.7308
H11 -1.5221 -1.3288 1.6850
H12 -3.8347 -1.5441 0.5665

=====

Density functional theory data (ωB97M-V with the def2-TZVPD basis set) for C31H42GaN9OP as an isolated structure.

For the HOMO energy, the calculation gives -16.28 eV. The calculation puts the total energy at -109927.87225 eV. The net charge is +3. For the frontier orbital gap, the calculation gives 0.279 Eh. As for the spin multiplicity: 1.

Element x y z (Å)
Ga1 -0.0995 -0.7070 0.5965
O1 -1.5182 0.1673 3.1553
N1 -1.4596 0.7279 1.8707
C1 -2.0699 1.8514 1.7853
C2 -2.3782 2.6586 0.6157
C3 -3.1113 3.8115 0.9117
C4 -3.5959 4.6314 -0.0934
C5 -3.3746 4.2809 -1.4140
C6 -2.6454 3.1367 -1.7166
C7 -2.1117 2.3264 -0.7176
P1 -1.1881 0.8641 -1.2888
C8 -2.4984 -0.0440 -2.1963
C9 -3.8335 0.1331 -1.8199
C10 -4.8512 -0.5433 -2.4804
C11 -4.5579 -1.3988 -3.5294
C12 -3.2352 -1.5955 -3.9080
C13 -2.2158 -0.9329 -3.2443
C14 -0.0409 1.5847 -2.5223
C15 0.2089 2.9608 -2.5416
C16 1.0204 3.5195 -3.5182
C17 1.6131 2.7139 -4.4808
C18 1.4090 1.3408 -4.4458
C19 0.5922 0.7812 -3.4743
H1 -2.0790 0.7180 3.7259
H2 -2.4919 2.2494 2.7095
H3 -3.3261 4.0559 1.9453
H4 -4.1607 5.5199 0.1549
H5 -3.7696 4.8909 -2.2157
H6 -2.5012 2.8727 -2.7564
H7 -4.0974 0.8006 -1.0117
H8 -5.8782 -0.3861 -2.1782
H9 -5.3543 -1.9099 -4.0540
H10 -2.9979 -2.2584 -4.7297
H11 -1.2023 -1.1083 -3.5735
H12 -0.2302 3.6160 -1.8030
H13 1.1846 4.5892 -3.5277
H14 2.2285 3.1536 -5.2550
H15 1.8703 0.7032 -5.1893
H16 0.4705 -0.2918 -3.4740
N2 -1.1160 -2.1314 1.8366
C20 -2.0193 -3.0720 1.1415
C21 -1.2861 -3.5117 -0.1040
N3 -0.8829 -2.2593 -0.7747
H17 -0.3979 -2.6692 2.3117
H18 -1.5998 -1.6099 2.5653
H19 -2.9358 -2.5411 0.8787
H20 -2.2868 -3.9168 1.7734
H21 -1.9184 -4.1306 -0.7387
H22 -0.3935 -4.0869 0.1512
H23 -1.7249 -1.8296 -1.1603
H24 -0.3014 -2.4454 -1.5838
C22 2.3705 0.2697 2.3429
N4 1.3799 -0.8822 2.3578
C23 0.9380 -0.9682 3.8295
N5 2.0372 -1.1475 4.7307
C24 2.9422 -0.0020 4.6292
N6 3.4626 0.1060 3.2615
C25 4.1828 -1.1297 2.9344
N7 3.2965 -2.2943 3.0380
C26 2.2086 -2.1455 2.1168
C27 2.7711 -2.3696 4.4061
H25 1.8168 1.1818 2.5800
H26 2.7755 0.3261 1.3461
H27 0.2510 -1.8069 3.9416
H28 0.4283 -0.0452 4.0722
H29 3.7706 -0.1340 5.3224
H30 2.4102 0.9133 4.8913
H31 5.0147 -1.2528 3.6246
H32 4.5794 -1.0646 1.9188
H33 1.5504 -3.0145 2.2169
H34 2.6040 -2.1072 1.1084
H35 3.5977 -2.4906 5.1030
H36 2.1102 -3.2333 4.4969
C28 2.5804 1.6382 -0.6594
C29 2.4941 0.2002 -1.0298
N8 1.6442 -0.7381 -0.5997
C30 2.0606 -1.9384 -1.1962
C31 3.1354 -1.7037 -1.9775
N9 3.3854 -0.3603 -1.8586
H37 1.6778 1.9734 -0.1544
H38 2.7227 2.2437 -1.5523
H39 3.4344 1.8117 -0.0009
H40 1.6271 -2.8921 -0.9579
H41 3.7433 -2.3622 -2.5751
H42 4.1357 0.1391 -2.3150

=====

Density functional theory data (ωB97M-V with the def2-TZVPD basis set) for an isolated ion of composition C2H3BrN and charge +1 at a distorted geometry.

As for the SMILES: [NH3+]C#CBr. For the HOMO energy, the calculation gives -14.54 eV. The calculation puts the total energy at -73644.18246 eV. For the energy above the lowest of the compared OMol25 structures with the same formula, charge and spin, the calculation gives 11.58 kcal/mol. The net charge is +1. For the frontier orbital gap, the calculation gives 0.362 Eh. As for the spin multiplicity: 1.

Element x y z (Å)
N1 -0.5518 0.5788 0.6373
C1 -0.0140 -0.3317 -0.2200
C2 0.7920 -0.9766 -0.9678
Br1 1.8564 -1.7602 -2.1816
H1 -0.3056 0.1982 1.7094
H2 -1.6149 0.7982 0.6363
H3 -0.1620 1.4933 0.3865